(1)
# C36H34Cl2CrN8O6S

A molecular structure, C36H34Cl2CrN8O6S (ωB97M-V/def2-TZVPD, the Open Molecules 2025 dataset).

Output
Spin multiplicity: 5
Net charge: 0
<S²>: 6.057
Energy relative to the best compared isomer or geometry (same formula, charge and spin), kJ/mol: 95.6
HOMO energy (spin up / spin down), eV: -4.946 / -7.365

Each line ends with the Mulliken spin population.
Atoms and positions in Å:
Cr 0.58 0.51 1.26  3.127
C -2.99 -0.13 0.93  -0.003
N -2.37 -1.35 0.44  0.003
C -1.78 -1.33 -0.88  -0.007
C -0.31 -1.57 -0.89  0.015
N 0.56 -1.30 0.05  -0.042
C 1.77 -1.88 -0.37  0.000
C 3.01 -1.97 0.25  -0.001
C 4.03 -2.59 -0.44  0.001
C 3.84 -3.13 -1.72  0.000
C 2.61 -3.07 -2.34  0.001
C 1.58 -2.45 -1.63  -0.008
N 0.25 -2.24 -1.92  0.005
C -2.38 0.34 2.20  0.006
N -1.16 0.12 2.64  -0.009
C -1.14 0.58 3.96  0.024
C -0.18 0.48 4.96  -0.002
C -0.47 1.03 6.20  -0.006
C -1.69 1.65 6.46  -0.002
C -2.68 1.71 5.50  0.000
C -2.38 1.15 4.26  -0.006
N -3.15 0.97 3.13  0.003
H -4.05 -0.31 1.12  0.000
H -2.92 0.67 0.19  -0.002
H -1.70 -1.69 1.12  0.009
H -2.00 -0.38 -1.38  0.002
H -2.24 -2.11 -1.49  0.000
H 3.16 -1.57 1.25  0.008
H 5.01 -2.67 0.03  0.000
H 4.67 -3.61 -2.22  0.000
H 2.44 -3.50 -3.32  0.000
H -0.25 -2.53 -2.75  -0.002
H 0.76 -0.04 4.80  -0.010
H 0.27 0.96 6.98  0.002
H -1.88 2.07 7.44  0.000
H -3.65 2.15 5.70  0.000
H -4.09 1.27 2.99  0.000
Cl 5.37 2.37 6.47  -0.003
C 4.34 1.63 5.28  -0.117
C 4.47 0.27 5.03  0.259
C 3.63 -0.30 4.08  -0.086
Cl 3.80 -2.01 3.76  0.000
C 2.65 0.41 3.38  0.120
O 1.88 -0.20 2.50  0.016
C 2.54 1.82 3.66  0.054
C 1.54 2.60 3.06  0.394
O 0.60 2.20 2.26  0.105
C 3.41 2.40 4.61  0.169
H 5.21 -0.32 5.55  0.022
H 1.55 3.67 3.29  -0.012
H 3.32 3.46 4.83  0.009
C -2.13 -4.49 -4.76  0.000
C -2.47 -3.02 -4.70  0.000
C -1.65 -2.07 -5.31  0.000
C -1.94 -0.72 -5.23  0.000
C -3.06 -0.31 -4.52  0.000
C -3.89 -1.24 -3.91  0.000
C -3.60 -2.59 -4.01  0.000
S -3.53 1.40 -4.45  0.000
O -4.38 1.56 -3.31  0.000
O -4.01 1.82 -5.73  0.000
N -2.05 2.14 -4.29  0.000
C -1.24 1.98 -3.07  0.000
C -1.79 2.58 -1.77  -0.003
C -0.71 2.37 -0.69  0.006
O 0.11 3.25 -0.50  0.006
O -0.77 1.21 -0.12  -0.061
H -1.54 -4.72 -5.64  0.000
H -3.03 -5.09 -4.77  0.000
H -1.55 -4.78 -3.88  0.000
H -0.79 -2.40 -5.88  0.000
H -1.32 0.02 -5.72  0.000
H -4.76 -0.89 -3.37  0.000
H -4.25 -3.32 -3.54  0.000
H -2.14 3.10 -4.59  0.000
H -0.28 2.46 -3.28  0.000
H -1.05 0.91 -2.94  0.001
H -2.73 2.11 -1.49  -0.001
H -1.94 3.65 -1.90  0.000
N 3.38 1.46 -1.72  0.001
C 4.16 1.75 -0.63  0.007
C 3.39 1.50 0.46  0.036
N 2.15 1.07 0.04  -0.040
C 2.17 1.06 -1.27  0.024
H 3.64 1.55 -2.68  0.000
H 5.18 2.09 -0.72  0.000
H 3.64 1.60 1.50  -0.021
H 1.35 0.79 -1.91  0.008

***

(2)
# C36H34Cl33F4IN2O3S

A molecular structure, C36H34Cl33F4IN2O3S (ωB97M-V/def2-TZVPD, the Open Molecules 2025 dataset).

Output
Net charge: 0
HOMO energy, eV: -8.131

Each line ends with the Mulliken charge.
Atoms and positions in Å:
C 1.18 2.10 2.57  -0.219
C 1.37 1.82 1.41  -1.290
C 1.97 1.50 0.11  1.172
C 3.25 1.96 -0.31  -0.156
N 3.97 2.78 0.60  -0.337
C 3.99 4.21 0.21  -0.165
C 4.08 5.15 1.44  -1.200
C 3.82 1.63 -1.58  0.637
C 5.20 2.11 -2.06  0.772
F 5.85 1.20 -2.81  -0.218
F 5.00 3.26 -2.78  -0.256
F 6.06 2.41 -1.06  -0.266
C 3.03 0.82 -2.46  -0.255
O 3.39 0.44 -3.72  -0.564
C 1.75 0.36 -2.02  1.603
C 1.19 0.67 -0.76  -1.815
N -0.06 0.20 -0.25  0.996
C 0.08 -1.03 0.59  -0.628
C -0.72 -2.24 -0.01  0.425
O -1.82 -2.49 0.36  -0.457
F -0.10 -2.96 -1.00  -0.220
C -1.10 0.11 -1.25  -2.411
C -2.43 0.39 -0.81  -0.304
C -2.65 0.75 0.67  -0.793
C -3.51 2.04 0.93  -0.211
C -3.25 2.54 2.39  -0.132
C -2.43 3.88 2.46  -1.130
C -3.51 0.28 -1.74  0.999
C -4.98 0.53 -1.34  0.151
C -6.02 -0.07 -2.30  -0.125
O -6.87 0.66 -2.74  -0.538
C -3.25 -0.09 -3.09  -0.240
C -1.94 -0.38 -3.56  -0.938
I -1.52 -0.99 -5.55  0.064
C -0.90 -0.27 -2.61  1.988
S 0.79 -0.68 -3.14  -0.310
H 0.86 2.63 3.46  0.731
H 3.68 2.64 1.56  0.458
H 3.15 4.45 -0.48  0.120
H 4.93 4.37 -0.38  0.216
H 4.95 4.88 2.07  0.350
H 4.25 6.17 1.06  0.283
H 3.12 5.16 1.99  0.320
H 3.86 -0.42 -3.70  0.095
H 1.15 -1.30 0.63  0.461
H -0.33 -0.81 1.60  0.311
H -3.16 -0.13 1.13  0.295
H -1.70 0.88 1.24  -0.074
H -4.57 1.71 0.90  -0.213
H -3.42 2.82 0.15  0.805
H -4.18 2.65 2.99  0.396
H -2.66 1.74 2.91  0.118
H -1.35 3.62 2.53  0.121
H -2.66 4.51 1.59  0.300
H -2.69 4.38 3.42  0.372
H -5.12 1.61 -1.15  0.098
H -5.13 0.03 -0.35  0.154
H -5.98 -1.17 -2.53  0.271
H -4.05 -0.17 -3.85  0.454
C 2.28 7.85 -1.50  -0.074
Cl 0.59 7.92 -1.00  -0.137
Cl 3.29 8.81 -0.40  -0.113
Cl 2.84 6.18 -1.55  -0.032
H 2.37 8.28 -2.49  0.322
C 0.14 -5.86 0.19  1.055
Cl -0.06 -6.49 1.83  -0.172
Cl 1.85 -5.81 -0.24  -0.095
Cl -0.77 -6.84 -0.96  -0.144
H -0.25 -4.85 0.16  -0.712
C -0.88 -0.02 5.85  -0.162
Cl -2.16 0.96 6.57  -0.119
Cl -1.57 -1.38 4.96  -0.089
Cl 0.13 0.96 4.78  -0.103
H -0.26 -0.42 6.64  0.408
C -7.19 4.36 2.47  0.067
Cl -7.79 5.90 1.85  -0.137
Cl -6.36 3.45 1.20  -0.037
Cl -6.11 4.62 3.85  -0.123
H -8.03 3.77 2.81  0.217
C 7.20 8.17 -2.05  -0.062
Cl 6.19 8.34 -3.48  -0.120
Cl 7.13 9.64 -1.07  -0.121
Cl 6.71 6.77 -1.10  -0.039
H 8.23 8.03 -2.37  0.356
C 5.74 -7.54 0.22  0.091
Cl 5.27 -5.97 -0.45  -0.079
Cl 6.54 -8.53 -1.01  -0.128
Cl 6.79 -7.33 1.62  -0.131
H 4.84 -8.06 0.54  0.261
C -4.34 -4.32 -0.43  0.714
Cl -5.73 -3.90 0.58  -0.169
Cl -4.30 -6.06 -0.74  -0.130
Cl -4.39 -3.42 -1.95  -0.117
H -3.44 -4.04 0.10  -0.241
C 7.13 -2.34 -2.53  0.041
Cl 6.72 -3.62 -1.38  -0.072
Cl 8.20 -2.94 -3.79  -0.127
Cl 5.65 -1.67 -3.24  -0.164
H 7.63 -1.55 -1.99  0.290
C 1.33 -9.30 -3.88  -0.031
Cl -0.34 -9.83 -4.14  -0.133
Cl 1.43 -8.27 -2.45  -0.014
Cl 2.41 -10.69 -3.74  -0.131
H 1.63 -8.72 -4.75  0.296
C -1.08 -7.46 3.13  0.397
Cl -2.18 -7.33 1.76  -0.087
Cl -1.26 -6.06 4.20  -0.128
Cl -1.37 -8.95 4.03  -0.166
H -0.07 -7.48 2.76  0.066
C -8.52 -0.01 2.17  -0.121
Cl -7.43 -1.27 1.57  -0.041
Cl -8.03 0.52 3.78  -0.128
Cl -8.51 1.33 1.03  -0.095
H -9.52 -0.41 2.23  0.371

***

(3)
# C36H34Cl3N8O3S4SbTi

A molecular structure, C36H34Cl3N8O3S4SbTi (ωB97M-V/def2-TZVPD, the Open Molecules 2025 dataset).

Output
Net charge: -2
Energy relative to the best compared isomer or geometry (same formula, charge and spin), kJ/mol: 0.0
HOMO energy, eV: -2.187

Each line ends with the Mulliken charge.
Atoms and positions in Å:
Ti 0.00 0.19 -1.10  0.074
Cl 0.67 -5.24 -6.22  -0.271
C 0.63 -4.17 -4.84  0.475
C -0.52 -4.07 -4.08  -0.891
C -0.54 -3.21 -2.99  1.128
Cl -1.99 -3.11 -2.05  -0.169
C 0.56 -2.43 -2.62  -1.892
O 0.56 -1.65 -1.59  1.771
C 1.71 -2.58 -3.43  0.785
Cl 3.11 -1.63 -3.03  -0.225
C 1.75 -3.42 -4.52  -0.876
H -1.40 -4.64 -4.34  0.456
H 2.65 -3.49 -5.11  0.435
S -5.71 0.37 -2.69  -0.743
Sb -4.32 2.18 -2.84  0.556
S -0.37 2.28 0.27  -0.234
S -0.82 0.77 -2.94  -0.694
S -4.67 3.28 -4.80  -0.732
C 0.08 -3.36 1.04  -0.540
N 0.69 -4.57 1.61  0.065
C 0.62 -4.47 3.07  -0.759
N 1.30 -3.28 3.59  0.021
C 0.69 -2.10 2.95  -0.691
N 0.76 -2.14 1.50  0.761
C 2.17 -2.22 1.11  -0.190
N 2.83 -3.40 1.68  0.114
C 2.10 -4.59 1.22  -0.616
C 2.70 -3.34 3.14  -0.686
H -0.97 -3.31 1.32  0.060
H 0.15 -3.39 -0.05  -0.093
H 1.08 -5.36 3.51  0.357
H -0.43 -4.43 3.37  0.350
H 1.20 -1.20 3.31  0.242
H -0.36 -2.06 3.26  0.202
H 2.68 -1.32 1.46  0.092
H 2.23 -2.24 0.02  -0.480
H 2.57 -5.48 1.64  0.355
H 2.16 -4.63 0.13  0.330
H 3.22 -2.45 3.49  0.337
H 3.17 -4.22 3.58  0.341
N -4.80 0.96 8.19  -0.569
C -4.50 0.77 7.09  0.069
C -4.13 0.52 5.73  0.564
C -4.88 -0.37 4.96  -0.852
C -4.53 -0.63 3.65  -0.624
C -3.43 0.02 3.10  0.489
C -2.69 0.93 3.85  -0.130
C -3.03 1.17 5.17  -0.887
N -3.05 -0.24 1.77  0.440
C -3.88 -0.45 0.68  -0.728
C -3.07 -0.53 -0.40  -1.674
N -1.76 -0.37 0.01  1.040
C -1.78 -0.19 1.31  -1.053
H -5.73 -0.87 5.40  0.423
H -5.09 -1.34 3.06  0.490
H -1.87 1.47 3.38  0.578
H -2.47 1.88 5.76  0.443
H -4.96 -0.46 0.75  0.601
H -3.34 -0.64 -1.43  0.788
H -0.92 -0.02 1.93  0.707
C -2.12 5.70 -2.92  -0.648
O -0.97 5.27 -2.21  -0.452
C -0.07 4.50 -2.89  1.343
C -0.19 4.19 -4.24  -0.557
C 0.80 3.42 -4.85  -0.638
C 1.90 3.00 -4.13  -0.931
C 2.01 3.32 -2.78  0.071
C 1.02 4.04 -2.14  -0.467
N 1.09 4.40 -0.77  -0.236
C 1.15 3.32 0.24  -1.066
C 2.50 2.62 0.21  -0.563
C 3.60 3.42 0.49  -0.519
C 4.90 2.95 0.47  -0.812
C 5.12 1.61 0.15  -0.729
C 4.04 0.79 -0.13  0.012
C 2.72 1.27 -0.11  0.740
O 1.76 0.41 -0.36  0.233
H -2.75 6.21 -2.19  0.227
H -2.67 4.87 -3.35  0.070
H -1.85 6.40 -3.71  0.360
H -1.07 4.48 -4.79  0.338
H 0.68 3.14 -5.89  0.339
H 2.66 2.39 -4.60  0.367
H 2.87 2.99 -2.22  0.469
H 0.28 4.96 -0.56  0.429
H 1.11 3.85 1.19  0.449
H 3.42 4.47 0.71  0.383
H 5.73 3.61 0.69  0.362
H 6.12 1.20 0.12  0.395
H 4.19 -0.25 -0.39  0.393

***

(4)
# C36H34F52INO8S

7 unconnected molecules or ions with the total composition C36H34F52INO8S (ωB97M-V/def2-TZVPD, the Open Molecules 2025 dataset).

Output
SMILES: C[C@@H](I)CN(CCC(F)(F)F)S(=O)(=O)F.FC(F)C(F)(F)COC(F)(F)C(F)F.FC(F)C(F)(F)COC(F)(F)C(F)F.FC(F)C(F)(F)COC(F)(F)C(F)F.FC(F)C(F)(F)COC(F)(F)C(F)F.FC(F)C(F)(F)COC(F)(F)C(F)F.FC(F)C(F)(F)COC(F)(F)C(F)F
Net charge: 0
Energy relative to the best compared isomer or geometry (same formula, charge and spin), kJ/mol: 0.0
HOMO energy, eV: -9.045

Each line ends with the Mulliken charge.
Atoms and positions in Å:
C -6.09 1.02 -4.02  -1.235
C -5.12 1.83 -4.88  -0.672
I -6.20 2.79 -6.47  0.069
C -4.22 2.78 -4.07  -0.694
N -4.77 3.25 -2.80  0.483
C -3.79 3.25 -1.69  -1.289
C -3.61 1.79 -1.18  0.074
C -4.23 1.65 0.19  0.608
F -3.68 2.50 1.10  -0.267
F -4.02 0.37 0.66  -0.248
F -5.57 1.84 0.14  -0.258
S -5.62 4.65 -2.89  1.135
O -5.28 5.52 -1.83  -0.634
O -5.65 5.16 -4.20  -0.541
F -7.02 4.10 -2.58  -0.226
H -5.58 0.15 -3.61  0.263
H -6.89 0.66 -4.65  0.479
H -6.55 1.59 -3.23  0.271
H -4.46 1.13 -5.36  0.630
H -3.84 3.58 -4.69  0.654
H -3.35 2.18 -3.82  0.061
H -2.82 3.56 -2.08  0.433
H -4.11 3.86 -0.86  0.695
H -2.58 1.49 -1.16  0.087
H -4.19 1.15 -1.82  0.061
F 0.55 3.94 -4.63  -0.227
C 0.22 2.64 -4.67  -0.035
F -1.12 2.56 -4.90  -0.190
C 0.52 1.90 -3.36  1.032
F -0.32 2.32 -2.39  -0.206
F 0.20 0.60 -3.61  -0.347
C 1.96 1.90 -2.84  -0.868
O 2.34 2.86 -1.87  -0.273
C 2.70 4.14 -2.22  0.684
F 2.95 4.24 -3.54  -0.306
F 3.86 4.41 -1.58  -0.285
C 1.69 5.19 -1.74  0.185
F 0.44 4.90 -2.14  -0.173
F 2.03 6.39 -2.26  -0.279
H 0.74 2.17 -5.51  0.303
H 2.06 0.95 -2.32  0.392
H 2.68 1.85 -3.66  0.370
H 1.71 5.25 -0.65  0.246
F 2.94 0.57 1.53  -0.155
C 3.29 0.40 2.82  0.082
F 2.73 1.39 3.55  -0.272
C 4.81 0.46 3.02  0.870
F 5.27 1.71 2.81  -0.254
F 5.02 0.18 4.35  -0.337
C 5.68 -0.54 2.25  -0.624
O 6.27 -0.13 1.02  -0.373
C 5.59 -0.16 -0.17  0.792
F 4.47 -0.90 -0.08  -0.288
F 6.39 -0.77 -1.07  -0.315
C 5.31 1.25 -0.72  0.213
F 4.70 2.02 0.19  -0.218
F 4.49 1.13 -1.79  -0.234
H 2.90 -0.56 3.18  0.242
H 6.54 -0.72 2.89  0.228
H 5.18 -1.51 2.14  0.359
H 6.24 1.73 -1.02  0.261
F 1.32 -1.62 9.12  -0.201
C 1.92 -1.85 10.31  0.087
F 1.45 -0.94 11.19  -0.268
C 3.44 -1.73 10.23  0.889
F 3.80 -0.44 10.03  -0.267
F 3.89 -2.07 11.48  -0.325
C 4.19 -2.63 9.25  -0.752
O 4.53 -2.13 7.97  -0.352
C 3.64 -2.12 6.92  0.659
F 2.59 -2.93 7.18  -0.297
F 4.28 -2.65 5.85  -0.268
C 3.21 -0.71 6.52  0.615
F 2.75 -0.01 7.56  -0.242
F 2.21 -0.79 5.60  -0.283
H 1.63 -2.85 10.66  0.278
H 5.16 -2.80 9.71  0.397
H 3.72 -3.62 9.17  0.329
H 4.05 -0.17 6.08  0.075
F -6.93 -3.08 3.94  -0.205
C -6.43 -3.08 5.19  0.088
F -7.06 -2.12 5.89  -0.267
C -4.92 -2.80 5.22  0.878
F -4.67 -1.52 4.86  -0.257
F -4.56 -2.93 6.53  -0.331
C -4.00 -3.74 4.43  -0.716
O -3.59 -3.37 3.12  -0.386
C -4.38 -3.61 2.02  0.777
F -5.37 -4.48 2.30  -0.297
F -3.59 -4.19 1.09  -0.306
C -4.90 -2.31 1.39  0.446
F -5.52 -1.54 2.29  -0.256
F -5.80 -2.63 0.42  -0.303
H -6.64 -4.05 5.65  0.278
H -3.06 -3.74 4.99  0.402
H -4.35 -4.77 4.45  0.328
H -4.08 -1.76 0.95  0.158
F -9.22 -0.44 -7.98  -0.186
C -10.09 -1.45 -8.18  0.088
F -10.00 -2.30 -7.13  -0.270
C -9.80 -2.23 -9.47  0.879
F -8.65 -2.92 -9.34  -0.270
F -10.80 -3.14 -9.58  -0.326
C -9.78 -1.45 -10.80  -0.710
O -8.54 -0.99 -11.32  -0.394
C -7.97 0.19 -10.89  0.805
F -8.86 0.95 -10.22  -0.281
F -7.63 0.88 -12.00  -0.301
C -6.68 -0.04 -10.10  0.191
F -6.86 -0.90 -9.08  -0.209
F -6.28 1.14 -9.58  -0.206
H -11.11 -1.05 -8.21  0.260
H -10.11 -2.18 -11.54  0.392
H -10.53 -0.66 -10.80  0.348
H -5.90 -0.43 -10.76  0.203
F 12.30 -2.27 3.80  -0.214
C 12.62 -2.44 2.50  0.093
F 13.95 -2.25 2.37  -0.267
C 11.90 -1.45 1.58  0.860
F 12.36 -0.20 1.78  -0.276
F 12.25 -1.81 0.31  -0.326
C 10.36 -1.43 1.60  -0.724
O 9.69 -0.48 2.42  -0.332
C 9.48 -0.69 3.76  0.742
F 9.67 -1.98 4.09  -0.300
F 8.16 -0.42 3.98  -0.347
C 10.27 0.27 4.65  0.220
F 11.58 0.24 4.35  -0.225
F 10.12 -0.11 5.94  -0.257
H 12.39 -3.47 2.21  0.287
H 10.08 -1.14 0.59  0.402
H 9.95 -2.44 1.75  0.335
H 9.90 1.29 4.52  0.270

***

Number 1: maximum force 1.4 eV Å⁻¹. Number 2: maximum force 17.0 eV Å⁻¹. Number 3: maximum force 0.7 eV Å⁻¹. Number 4: maximum force 1.7 eV Å⁻¹.